Entry 1:
The following is a DFT calculation (the ωB97M-V functional and the def2-TZVPD basis) of C27H37N4O4SZr as an isolated structure.

Structure (XYZ):
```
74
Properties=species:S:1:pos:R:3:forces:R:3
Zr -0.44934 0.84265 -0.45154 -1.74 -0.82 -2.79
O -1.68729 -3.46097 0.32215 -0.20 -0.22 1.98
C -0.39407 -3.18379 -0.06680 1.30 -0.90 -0.82
C -0.43191 -1.63229 -0.31797 0.71 -2.00 1.43
O -1.20593 -0.89191 0.47020 1.87 0.09 -1.58
O 0.33333 -1.09280 -1.17686 -1.44 1.32 0.81
C -0.13931 -3.92835 -1.41613 1.17 0.99 0.65
C -1.26574 -4.10116 -2.16537 -0.12 -0.29 -1.74
C -1.12032 -4.53227 -3.48896 0.21 -0.47 -0.56
C 0.13428 -4.94682 -4.00503 -1.89 -0.08 -0.89
C 1.25533 -4.74326 -3.23385 -1.57 0.06 0.54
C 1.13112 -4.22902 -1.95231 -0.25 0.10 0.61
C 0.71070 -3.58249 0.98044 -1.04 1.07 1.53
C 0.38954 -4.20573 2.22807 -0.03 0.37 -0.86
C 1.37079 -4.38100 3.21812 -0.17 0.42 -2.05
C 2.67625 -3.95123 3.00100 -0.31 0.34 0.07
C 2.97689 -3.25883 1.81440 -0.92 -0.65 0.61
C 1.99768 -3.06830 0.84015 0.14 -0.36 0.12
H -1.67056 -3.33934 1.29761 -0.62 -0.23 -0.73
H -2.22660 -3.92711 -1.71689 -0.30 0.16 -0.24
H -1.98109 -4.53948 -4.16155 0.11 -0.38 0.38
H 0.15793 -5.47775 -5.01325 0.16 1.09 1.44
H 2.15540 -5.02383 -3.65994 1.92 -0.47 -0.31
H 2.02900 -4.16300 -1.34704 -0.19 0.11 -0.11
H -0.62351 -4.57801 2.44484 0.51 0.10 -0.25
H 1.09447 -4.90729 4.08476 -0.16 -0.49 1.08
H 3.37915 -4.14177 3.81736 0.12 0.24 -0.62
H 3.95088 -2.88150 1.63563 0.84 0.20 -0.06
H 2.25770 -2.59222 -0.09356 0.12 0.27 0.01
C -0.93405 0.46760 -3.96570 -0.50 -0.51 0.80
C -2.20708 0.04935 -3.24801 -0.35 1.14 -1.15
O -2.21873 0.42213 -1.82397 0.82 0.25 0.48
C -3.56091 0.81251 -1.36821 -1.12 -0.02 -1.57
C -3.84165 0.35310 0.01503 0.85 -0.33 1.15
H -0.09738 -0.11352 -3.60231 0.33 -0.33 -0.11
H -0.70900 1.50148 -3.83296 0.03 1.01 0.05
H -1.07451 0.29030 -5.02313 0.10 -0.14 -0.25
H -2.31880 -1.01288 -3.34380 -0.26 -0.64 0.34
H -3.09953 0.55393 -3.69452 0.84 -0.41 0.30
H -4.28350 0.34908 -2.09454 0.68 0.39 0.80
H -3.62848 1.89251 -1.50642 0.04 0.00 0.12
H -4.03668 -0.75015 0.02091 0.04 1.09 0.38
H -4.62430 0.97641 0.47179 -0.12 -0.59 -0.34
H -2.95460 0.55281 0.68547 -0.73 -0.21 -0.41
C 3.99295 0.33003 -1.53244 2.13 0.59 0.58
C 2.69762 0.96184 -1.41166 -1.35 -0.95 0.45
N 1.55526 1.11005 -1.26105 2.02 0.79 -0.21
H 4.39112 0.39027 -2.55629 -0.39 -0.12 0.15
H 3.88927 -0.71123 -1.20152 -0.25 0.12 -0.33
H 4.84278 0.74847 -0.88142 -1.57 -0.09 -0.75
C 0.08447 0.60225 4.78466 -0.06 -2.34 -0.79
C 1.14828 1.26457 3.86798 -0.07 -1.26 0.52
C 0.70915 1.33390 2.49770 -0.83 0.75 -2.30
N 0.31648 1.45807 1.39185 1.39 -0.19 4.13
H 0.32647 0.81560 5.81915 0.23 -0.32 0.06
H -0.03898 -0.51483 4.55617 0.59 1.50 0.66
H -0.89057 0.98135 4.60586 -0.85 0.76 -0.20
H 2.10846 0.69880 3.91940 -0.52 0.57 -0.12
H 1.23410 2.24800 4.28983 0.58 0.84 -0.34
S -1.12577 3.35350 -1.14586 -0.69 -0.97 -0.03
C -0.67796 4.65908 -0.09771 2.78 1.33 0.79
N 0.56900 5.17514 -0.26867 -1.03 0.28 -0.37
C 0.96207 6.44861 0.43936 0.92 -0.86 0.09
C 0.55356 6.33387 1.92322 0.04 -0.73 -1.34
C -0.93854 5.99014 1.98743 -0.41 1.03 1.86
N -1.41521 5.17760 0.86608 -0.76 -1.67 -0.72
H 0.95379 4.95877 -1.19446 0.13 0.24 0.73
H 0.47748 7.31788 -0.02135 0.11 -0.25 -0.07
H 2.07774 6.53218 0.34938 -1.13 0.04 -0.03
H 0.82142 7.27309 2.38583 -0.41 0.23 0.32
H 1.13080 5.56395 2.42598 0.22 -0.15 -0.11
H -1.49463 6.95397 2.02064 0.01 -0.86 -0.11
H -1.16004 5.42125 2.95101 0.12 0.77 -1.28
H -2.31617 4.69806 0.91357 0.17 0.62 0.51
```
Forces are in eV/Å.

Energy above the lowest of the compared OMol25 structures with the same formula, charge and spin = 49.8 kcal per mole
Multiplicity = 1
E_HOMO = -15.4 eV
LUMO level = -10.419 eV
Total charge = +3

---

Entry 2:
The following is a DFT calculation (the ωB97M-V functional and the def2-TZVPD basis) of a 12-piece molecular cluster, C27H38Cl35NO6S3 overall.

Structure (XYZ):
```
110
Properties=species:S:1:pos:R:3:forces:R:3
C 2.17053 -0.73517 2.02549 -0.38 0.19 -0.37
C 1.89605 -0.93597 0.73095 0.30 0.01 0.68
C 0.57063 -0.56393 0.13540 -0.42 -0.60 -0.55
C 0.65738 0.38888 -1.12740 0.24 0.38 -0.45
C 0.35151 1.79764 -0.57501 -0.01 -0.07 0.46
S 1.40537 2.31085 0.82385 0.02 0.01 0.01
C 1.47819 4.08650 0.44399 -0.11 -0.19 0.08
C 2.58037 4.72731 1.28401 -0.17 -0.45 -0.13
C 2.01546 0.37361 -1.86278 0.51 -0.61 -0.11
Cl 2.82506 1.88619 -2.12458 0.01 -0.13 0.17
C 2.59656 -0.72756 -2.37843 -0.51 0.23 0.30
C 2.06789 -2.13441 -2.32573 0.21 -0.21 -0.35
Cl 4.12185 -0.62903 -3.19174 0.09 0.07 -0.01
C -0.42376 0.10019 -2.24609 -0.38 0.18 -0.09
N -0.78143 1.32847 -2.94827 0.35 -0.02 0.10
C -1.65033 -0.63429 -1.69164 0.03 0.10 -0.58
C -2.84921 -0.74793 -2.61716 -0.62 -0.65 0.77
C -4.10690 -1.17303 -1.80674 -0.03 0.27 0.22
C -5.19587 -0.09263 -1.81259 -0.16 -0.03 0.09
C -6.55688 -0.66702 -1.41787 0.41 0.04 -0.07
S -7.90523 0.48986 -1.53048 -2.11 -0.70 0.04
O -8.56359 0.34116 -2.79669 0.88 0.37 0.24
O -8.72233 0.36091 -0.35050 0.77 0.17 -0.18
O -7.24076 1.93611 -1.51465 0.31 0.02 0.05
O -1.22660 -2.01045 -1.43036 0.47 0.44 0.30
S -0.48941 -2.05916 -0.02352 1.06 -0.76 1.15
O 0.36199 -3.21574 0.03981 -0.29 0.54 -0.80
O -1.50145 -1.96283 0.98515 -0.08 1.06 0.12
H 3.17465 -0.47336 2.33294 0.09 -1.24 0.13
H 1.40729 -0.76963 2.80218 -0.13 0.96 -0.24
H 2.68114 -1.35125 0.11092 0.06 0.83 -0.29
H 0.03919 -0.00530 0.90700 -0.17 -0.17 -0.08
H 0.47366 2.55321 -1.34341 -0.11 -0.10 -0.03
H -0.68744 1.79110 -0.22062 0.03 0.08 -0.15
H 1.68135 4.16760 -0.62571 0.06 0.12 0.08
H 0.49542 4.51571 0.65460 0.12 0.13 -0.06
H 3.51669 4.18959 1.10654 0.00 0.24 -0.03
H 2.68999 5.77945 1.01867 0.06 -0.04 0.12
H 2.35222 4.62403 2.34790 0.01 0.19 -0.06
H 2.27066 -2.64268 -1.38177 -0.09 0.13 0.01
H 1.00249 -2.21203 -2.54077 0.03 0.07 0.20
H 2.57845 -2.71998 -3.09188 -0.07 0.07 0.02
H 0.04139 -0.53507 -2.99983 -0.15 -0.09 0.12
H -1.09736 1.13922 -3.88893 -0.07 0.01 0.06
H -1.47864 1.87404 -2.45562 0.02 0.01 -0.11
H -1.97703 -0.18439 -0.74555 0.02 0.02 -0.03
H -2.65195 -1.54068 -3.34309 0.19 0.39 -0.25
H -3.08213 0.19921 -3.09924 0.30 -0.07 -0.19
H -3.83271 -1.33153 -0.75754 0.05 -0.25 -0.12
H -4.51348 -2.12188 -2.16408 0.05 0.09 -0.11
H -4.93971 0.68704 -1.08645 0.13 0.02 -0.20
H -5.26795 0.38906 -2.79229 -0.04 -0.09 0.03
H -6.56922 -1.03939 -0.39175 0.04 0.03 -0.07
H -6.83682 -1.47690 -2.09418 -0.10 0.05 0.08
H -6.98396 2.14085 -0.59930 -0.12 0.13 -0.02
Cl 0.84388 3.88541 -3.73202 -0.16 0.27 -0.12
C 1.43221 5.51016 -4.09349 0.00 -0.12 -0.08
Cl 2.15452 6.26109 -2.66476 -0.03 0.01 0.01
Cl 2.58703 5.47517 -5.42241 0.07 -0.20 -0.02
H 0.58990 6.11753 -4.39744 0.01 0.01 0.00
Cl -4.44980 -5.73273 1.70442 -0.01 0.09 -0.07
C -2.95011 -5.82050 0.75371 0.21 -0.13 0.13
Cl -1.85044 -4.50989 1.13878 -0.84 -1.23 0.19
Cl -2.19761 -7.41028 0.96667 -0.01 0.06 0.00
H -3.22833 -5.72570 -0.28751 -0.03 -0.04 0.01
Cl 1.78009 -6.14229 1.59605 -0.02 0.05 0.00
C 2.57575 -5.28097 2.90447 -0.14 0.18 0.05
Cl 4.27563 -5.76450 3.02293 -0.24 -0.07 -0.26
Cl 2.44342 -3.52800 2.69758 0.07 -0.51 0.00
H 2.08735 -5.55057 3.83206 0.05 -0.01 0.01
Cl -5.53881 -6.47446 6.28790 -0.02 0.01 0.00
C -4.09684 -6.55256 5.27896 0.01 -0.08 0.11
Cl -2.99995 -5.21914 5.64779 0.03 0.09 -0.07
Cl -3.28143 -8.10365 5.46212 0.01 0.01 -0.02
H -4.39720 -6.44784 4.24674 0.02 -0.01 -0.03
Cl 6.04074 -4.17822 6.16932 -0.03 0.00 -0.02
C 6.61344 -5.60562 5.30440 0.11 -0.02 0.01
Cl 8.33390 -5.45960 4.92692 0.03 0.01 0.00
Cl 6.29533 -7.07052 6.22733 -0.02 0.00 -0.02
H 6.06918 -5.66926 4.36883 0.24 0.07 0.31
Cl -1.76395 -2.89136 9.37814 0.00 0.00 -0.01
C -0.88956 -4.25585 8.68374 0.01 -0.01 0.05
Cl 0.79565 -3.83820 8.37656 0.05 0.02 -0.01
Cl -1.00621 -5.67603 9.72009 -0.01 -0.01 0.00
H -1.34653 -4.49864 7.73626 -0.05 -0.03 -0.03
Cl -0.13199 7.53155 -7.94276 -0.12 0.21 0.10
C 0.51242 8.96226 -7.14080 -0.10 -0.08 0.01
Cl -0.72790 10.19990 -6.94170 0.03 -0.01 0.00
Cl 1.21749 8.50890 -5.58833 0.00 0.34 0.06
H 1.30129 9.37295 -7.75733 0.00 0.00 0.00
Cl 6.82157 3.16211 3.09212 -0.03 0.00 -0.03
C 6.24827 1.56148 3.56329 0.04 0.02 -0.03
Cl 6.32698 1.35735 5.30597 -0.23 0.11 0.00
Cl 4.61128 1.27318 2.95621 0.24 0.27 0.06
H 6.90460 0.82733 3.11313 -0.02 0.00 0.00
Cl -0.63729 4.53642 -9.21371 0.02 -0.04 -0.06
C 0.87947 4.41612 -10.11718 0.01 -0.04 0.05
Cl 2.03128 5.64045 -9.59237 0.12 -0.12 -0.11
Cl 1.56647 2.80105 -9.95995 -0.01 -0.01 -0.01
H 0.65750 4.58812 -11.16196 -0.01 0.00 0.01
Cl 7.80600 -1.75930 3.91046 -0.02 -0.03 -0.06
C 8.95432 -1.91051 5.24537 0.03 0.01 0.04
Cl 10.57765 -2.23127 4.63590 -0.03 -0.02 0.01
Cl 8.93043 -0.47287 6.26051 0.18 -0.12 0.06
H 8.64663 -2.75595 5.84759 -0.02 -0.01 -0.03
Cl -9.39099 6.30323 0.23981 0.00 -0.01 0.00
C -7.99453 5.33620 -0.21607 -0.03 0.05 -0.01
Cl -6.77378 6.32528 -1.01556 0.01 -0.03 -0.01
Cl -7.30794 4.52401 1.20076 0.01 -0.10 -0.07
H -8.32170 4.57454 -0.91276 0.00 0.00 0.01
```
Forces are in eV/Å.

Multiplicity = 1
SMILES string = C=C[C@H]1[C@@](CSCC)(/C(Cl)=C(\C)Cl)[C@H](N)[C@@H](CCCCS(=O)(=O)O)OS1(=O)=O.ClC(Cl)Cl.ClC(Cl)Cl.ClC(Cl)Cl.ClC(Cl)Cl.ClC(Cl)Cl.ClC(Cl)Cl.ClC(Cl)Cl.ClC(Cl)Cl.ClC(Cl)Cl.ClC(Cl)Cl.ClC(Cl)Cl
E_HOMO = -8.7 eV
LUMO level = -0.304 eV
Total charge = 0

---

Entry 3:
The following is a DFT calculation (the ωB97M-V functional and the def2-TZVPD basis) of C27H38ClGdN4O6S2 as an isolated structure.

Structure (XYZ):
```
79
Properties=species:S:1:pos:R:3:forces:R:3
O 1.73608 -0.67086 -3.90347 -2.05 0.99 -0.59
C 0.58419 -0.25897 -4.06396 -0.33 -1.43 1.29
C 0.08651 1.13637 -4.22266 -0.49 0.49 0.51
C 0.19848 2.17125 -3.25978 0.93 -0.19 -0.68
H 0.30821 1.94490 -2.19216 0.43 0.11 -0.41
C 0.18283 3.49089 -3.71988 -0.21 0.04 -0.16
H 0.39810 4.31398 -3.03710 -0.17 -0.30 -0.07
C -0.08090 3.76550 -5.07057 -0.39 -0.52 0.11
H -0.00287 4.78039 -5.46238 -0.04 -0.29 0.17
C -0.59082 2.73594 -5.87932 0.04 0.45 0.37
H -0.94710 2.96070 -6.87921 -0.12 -0.03 0.16
C -0.61119 1.42678 -5.40658 0.74 0.01 -0.09
H -1.12239 0.62822 -5.94452 0.56 0.08 -0.23
H -0.25971 -1.00947 -4.00038 0.52 0.25 -0.49
C -2.79506 -1.98993 -2.25192 -1.66 -0.94 -0.48
C -2.75943 -0.70251 -1.49937 2.73 0.46 -2.41
H -3.30857 -1.85726 -3.22138 -0.27 -0.14 0.30
H -3.26260 -2.84103 -1.72227 0.12 0.22 -0.14
H -1.80249 -2.34598 -2.58911 -0.05 0.32 0.50
C -3.18043 0.48674 -1.91184 -0.56 0.02 -0.27
C -4.58714 0.67611 -2.33359 -0.49 -0.26 -1.40
H -2.58961 1.40026 -1.89835 0.04 0.15 1.04
H -4.66109 1.11484 -3.34610 -0.18 0.03 0.32
H -5.11274 1.32891 -1.63048 0.03 -0.09 -0.03
H -5.07590 -0.30993 -2.34525 -0.12 0.40 -0.01
Gd -1.21622 -0.77716 0.13142 0.36 1.33 1.29
Cl -3.61120 -0.79481 1.01090 -1.34 -0.37 1.01
C -1.75572 -0.49860 3.25367 0.57 -0.25 -0.90
O -1.03219 -1.21063 2.50433 -0.65 0.45 1.45
N -1.86267 -0.66025 4.56518 0.20 -0.24 0.21
C -1.18152 -1.77811 5.21892 -0.05 0.08 0.20
C -2.68802 0.24633 5.36752 0.03 -0.17 -0.13
H -2.33619 0.32984 2.82045 0.22 -0.19 0.38
H -0.70803 -2.42352 4.46844 -0.25 0.34 0.20
H -1.89160 -2.35555 5.81538 -0.12 -0.03 -0.19
H -0.42739 -1.42131 5.92775 0.04 0.14 -0.20
H -3.01236 1.09111 4.74224 0.13 -0.35 0.24
H -2.11656 0.62537 6.22279 -0.01 -0.03 -0.23
H -3.56870 -0.28207 5.75596 0.15 0.11 -0.13
H 4.51234 1.08969 -2.12213 -0.18 0.17 -0.20
H 4.45113 1.57601 0.10392 -0.20 -0.03 0.09
C 3.41982 1.02258 -2.18207 0.53 -0.74 -0.28
C 3.37552 1.41744 0.24233 -0.47 0.48 0.11
N 2.92614 0.59887 -0.88326 0.14 0.03 0.46
H 3.12011 0.27338 -2.92763 0.34 0.56 0.25
C 2.02897 -0.37349 -0.75197 -1.32 0.67 1.03
O 1.07687 -0.34000 0.09224 2.79 -0.72 -1.26
H 3.19615 0.90566 1.19475 -0.04 0.10 -0.31
H 2.17249 -1.24003 -1.41826 -0.34 0.45 -0.27
H 2.98631 1.99875 -2.46536 0.17 -0.39 0.24
H 2.87807 2.39843 0.25415 0.19 -0.30 0.03
H -0.49478 -6.27090 0.43620 -0.14 0.19 -0.26
H 1.70473 -6.23671 -1.23185 -0.30 0.30 -0.26
C -0.95244 -5.71537 -0.39767 0.08 -0.05 -0.02
C 1.06824 -5.60174 -1.87563 -0.04 0.08 0.07
N 0.05948 -4.90232 -1.07868 0.10 0.18 0.11
H -1.73462 -5.05541 -0.01258 0.18 -0.21 -0.11
C 0.10431 -3.58294 -0.88692 -1.04 0.03 0.70
O -0.71295 -2.97458 -0.14288 1.59 -1.58 -1.21
H 1.68927 -4.84369 -2.36916 -0.09 -0.35 0.02
H 0.89672 -3.05243 -1.45278 -0.30 -0.23 0.25
H -1.36767 -6.43484 -1.11803 0.08 0.26 0.23
H 0.57440 -6.24047 -2.62910 0.24 0.34 0.29
O 1.59511 5.65120 2.90149 0.26 -0.48 -0.53
S 2.13184 4.46939 2.27191 -0.98 -1.42 -0.33
O 3.44006 4.52396 1.65366 -0.56 0.13 0.23
N 1.02720 3.73549 1.22267 -0.18 0.45 0.39
C 0.50695 2.59733 1.67373 0.86 1.82 -0.96
S -0.90332 2.02648 0.92041 -0.22 -0.41 0.05
C 1.22892 2.08262 2.86413 0.89 0.20 0.82
C 1.29484 0.82209 3.44999 -0.51 -0.09 -0.29
C 2.03628 0.62841 4.61653 0.28 0.45 -0.07
C 2.79638 1.67695 5.16131 -0.33 -0.13 -0.27
C 2.84480 2.91397 4.51014 -0.33 -0.19 -0.08
C 2.06461 3.08092 3.37623 0.51 -0.29 0.63
H 0.78329 -0.00339 2.95616 -0.01 0.16 0.34
H 2.03105 -0.35215 5.09025 0.09 0.20 -0.10
H 3.35744 1.51950 6.07517 0.00 0.00 -0.07
H 3.44989 3.74491 4.86530 -0.01 -0.25 0.02
```
Forces are in eV/Å.

Multiplicity = 8
E_HOMO (alpha / beta) = -6.6 / -6.7 eV
LUMO level (alpha / beta) = -0.147 / -0.141 eV
Expectation value of S² = 16.059
Total charge = 0

---

What is the multiplicity in the second record?
1